1.
A 2-piece molecular cluster, C4H7FNO overall in a non-equilibrium geometry. Source: the Open Molecules 2025 dataset; level of theory: ωB97M-V with the def2-TZVPD basis set.

Calculated values
- Net charge: -1
- Orbital gap (alpha / beta): 6.202 / 6.201 eV
- ΔE to the lowest compared entry with this formula, charge and spin: 157.3 kJ/mol

CARTESIAN COORDINATES (ANGSTROEM)
C  -0.413  -1.887  -0.857
C  -0.465  -0.690  -0.308
C  -0.241  0.519  -1.025
C  -0.033  1.702  -0.449
N  1.981  1.795  0.716
O  1.525  1.133  1.962
F  -0.032  2.826  -1.189
H  -0.235  -2.690  -0.058
H  0.108  -2.036  -1.719
H  -0.725  -0.569  0.763
H  1.041  0.325  1.719
H  0.028  0.454  -2.019
H  -0.436  2.037  0.490
H  1.840  2.729  0.933

***

2.
C4H7NO as an isolated structure. Source: the Open Molecules 2025 dataset; level of theory: ωB97M-V with the def2-TZVPD basis set.

Calculated values
- Orbital gap (alpha / beta): 7.386 / 7.387 eV
- ΔE to the lowest compared entry with this formula, charge and spin: 482.1 kJ/mol

CARTESIAN COORDINATES (ANGSTROEM)
N  -0.638  -1.885  1.505
C  -0.380  -0.925  0.728
C  -0.754  0.443  0.621
C  -0.427  0.904  -0.750
C  0.711  0.008  -1.058
O  0.587  -1.103  -0.404
H  -0.049  -2.696  1.337
H  -1.529  0.865  1.244
H  1.008  0.933  0.856
H  -0.222  1.966  -0.893
H  -1.192  0.593  -1.486
H  1.606  0.925  0.282
H  1.345  -0.010  -1.939

***

3.
A 11-piece molecular cluster, C4H31N2O11 overall in a non-equilibrium geometry. Source: the Open Molecules 2025 dataset; level of theory: ωB97M-V with the def2-TZVPD basis set.

Calculated values
- Net charge: +1
- Orbital gap: 10.089 eV
- ΔE to the lowest compared entry with this formula, charge and spin: 408.1 kJ/mol

CARTESIAN COORDINATES (ANGSTROEM)
O  -0.805  1.252  0.776
C  0.010  0.947  1.623
C  1.065  -0.118  1.187
C  1.551  -0.863  2.429
C  2.893  -1.654  2.247
N  3.571  -1.090  1.062
N  0.310  -1.000  0.247
H  0.109  1.611  2.565
H  1.809  0.627  0.779
H  0.758  -1.344  2.995
H  1.943  0.057  3.056
H  2.379  -2.692  2.050
H  3.377  -1.761  3.228
H  3.819  -1.691  0.329
H  4.455  -0.667  1.301
H  0.850  -1.164  -0.597
H  0.040  -1.931  0.588
H  -0.441  -0.466  -0.228
H  -0.021  3.209  -1.652
H  -0.715  4.338  -2.377
O  -0.069  3.679  -2.485
H  0.580  -3.684  2.327
H  -0.830  -3.437  2.716
O  -0.067  -2.973  2.261
H  -0.556  4.374  1.287
H  -0.935  3.226  0.475
O  -0.168  3.559  0.998
H  -0.696  0.533  4.763
H  -2.093  0.499  3.845
O  -1.214  0.818  4.028
H  -4.086  0.238  -2.314
H  -2.646  -0.115  -2.662
O  -3.364  -0.322  -2.052
H  -2.856  2.195  -0.926
H  -2.929  2.933  -2.210
O  -2.494  2.157  -1.834
H  -0.005  -1.711  -3.066
H  -1.075  -2.613  -2.457
O  -0.209  -2.224  -2.260
H  -2.060  -3.095  0.310
H  -2.534  -1.729  0.258
O  -1.914  -2.273  0.804
H  2.039  1.235  -4.326
H  2.312  2.131  -3.182
O  1.957  1.272  -3.332
H  0.093  0.337  -3.646
H  -0.759  -0.167  -4.897
O  -0.380  -0.442  -4.031

***

4.
C40H46Ge3O4SV as an isolated structure in a non-equilibrium geometry. Source: the Open Molecules 2025 dataset; level of theory: ωB97M-V with the def2-TZVPD basis set.

Calculated values
- Net charge: -2
- ⟨S²⟩: 0.7736
- Multiplicity: 2
- Orbital gap (alpha / beta): 5.946 / 5.488 eV
- ΔE to the lowest compared entry with this formula, charge and spin: 116.3 kJ/mol

CARTESIAN COORDINATES (ANGSTROEM)
V  0.285  -1.411  0.608
O  1.998  -2.605  1.310
S  0.747  -3.126  1.892
O  0.939  -4.219  2.817
O  -0.110  -3.479  0.735
O  0.135  -1.932  2.561
C  3.665  -3.764  -0.884
C  2.443  -3.620  -1.767
Ge  1.392  -1.861  -1.504
C  0.516  -1.803  -3.387
C  1.420  -2.079  -4.576
C  2.796  -0.465  -1.675
C  3.071  0.487  -0.763
Ge  1.869  0.386  0.933
C  1.050  2.180  1.685
C  1.595  3.578  1.412
C  3.093  -0.142  2.500
C  4.129  0.851  3.005
C  4.159  1.443  -0.926
C  5.023  1.474  -2.038
C  6.058  2.379  -2.122
C  6.281  3.306  -1.113
C  5.423  3.316  -0.019
C  4.394  2.405  0.065
H  4.141  -4.742  -1.013
H  3.378  -3.648  0.157
H  4.395  -2.990  -1.123
H  1.743  -4.437  -1.586
H  2.756  -3.669  -2.814
H  0.072  -0.819  -3.516
H  -0.303  -2.525  -3.393
H  2.244  -1.372  -4.597
H  0.869  -1.985  -5.513
H  1.832  -3.083  -4.537
H  3.409  -0.531  -2.573
H  1.013  2.031  2.768
H  0.020  2.134  1.326
H  2.535  3.765  1.929
H  0.884  4.334  1.756
H  1.762  3.722  0.347
H  3.574  -1.078  2.225
H  2.392  -0.384  3.302
H  4.917  0.989  2.268
H  4.589  0.504  3.934
H  3.666  1.817  3.200
H  4.884  0.777  -2.851
H  6.708  2.372  -2.990
H  7.103  4.006  -1.180
H  5.566  4.047  0.768
H  3.725  2.397  0.907
C  -2.537  -3.537  2.103
Ge  -2.078  -1.706  1.352
C  -2.601  -0.600  2.983
C  -3.817  -0.802  3.622
C  -4.141  -0.122  4.782
C  -3.248  0.787  5.320
C  -2.037  1.013  4.689
C  -1.721  0.322  3.533
C  -3.690  -1.314  0.140
C  -4.318  -2.359  -0.508
C  -5.324  -2.155  -1.451
C  -5.712  -0.883  -1.790
C  -5.083  0.225  -1.195
C  -5.430  1.544  -1.549
C  -4.780  2.613  -0.990
C  -3.755  2.402  -0.064
C  -3.398  1.129  0.303
C  -4.053  0.007  -0.236
H  -3.506  -3.573  2.603
H  -1.748  -3.797  2.806
H  -2.510  -4.290  1.319
H  -4.527  -1.499  3.193
H  -5.091  -0.306  5.272
H  -3.498  1.315  6.233
H  -1.338  1.729  5.104
H  -0.768  0.479  3.038
H  -4.041  -3.376  -0.260
H  -5.804  -3.007  -1.919
H  -6.491  -0.717  -2.525
H  -6.204  1.697  -2.293
H  -5.030  3.623  -1.294
H  -3.223  3.253  0.339
H  -2.574  0.961  0.983
C  -0.245  -0.185  -0.549
C  -0.767  0.675  -1.509
C  -0.322  2.004  -1.696
C  -0.912  2.824  -2.628
C  -1.953  2.364  -3.427
C  -2.377  1.045  -3.289
C  -1.804  0.213  -2.362
H  0.510  2.343  -1.095
H  -0.567  3.846  -2.734
H  -2.418  3.016  -4.155
H  -3.177  0.674  -3.914
H  -2.140  -0.807  -2.229

***

5.
A 2-piece molecular cluster, CH4ClNO overall in a non-equilibrium geometry. Source: the Open Molecules 2025 dataset; level of theory: ωB97M-V with the def2-TZVPD basis set.

Calculated values
- ⟨S²⟩: 2.0090
- Multiplicity: 3
- Orbital gap (alpha / beta): 11.528 / 7.482 eV
- ΔE to the lowest compared entry with this formula, charge and spin: 0.0 kJ/mol

CARTESIAN COORDINATES (ANGSTROEM)
C  1.023  -0.720  0.224
N  -1.766  1.376  -0.319
O  0.020  -0.555  -0.561
Cl  2.343  0.408  -0.043
H  1.606  -1.709  0.163
H  0.807  -0.687  1.306
H  -1.629  0.811  -1.148
H  -2.405  1.075  0.378

***

6.
A 3-piece molecular cluster, C40H63F17I2N3O8P2 overall in a non-equilibrium geometry. Source: the Open Molecules 2025 dataset; level of theory: ωB97M-V with the def2-TZVPD basis set.

Calculated values
- Net charge: +1
- Orbital gap: 6.581 eV
- ΔE to the lowest compared entry with this formula, charge and spin: 0.0 kJ/mol

CARTESIAN COORDINATES (ANGSTROEM)
C  -3.989  -2.164  1.753
C  -4.567  -1.289  0.658
C  -5.744  -0.431  1.092
C  -4.030  -1.332  -0.595
C  -3.433  -0.207  -1.399
C  -3.844  1.226  -1.015
C  -2.777  2.026  -0.196
C  -2.189  1.107  0.871
C  -1.756  2.548  -1.234
C  -0.293  2.735  -0.774
N  0.596  1.764  -1.442
C  0.837  1.838  -2.737
N  1.628  0.825  -3.075
C  2.071  0.636  -4.468
C  1.003  -0.048  -5.304
N  0.207  0.611  -6.032
C  1.905  0.070  -1.947
C  2.771  -1.153  -2.114
I  2.449  -2.697  -0.680
C  4.283  -0.748  -2.300
C  5.208  -1.062  -1.126
I  5.077  -1.781  -4.019
C  1.264  0.687  -0.898
C  1.213  0.313  0.545
C  2.513  0.528  1.345
C  3.254  1.790  0.976
F  3.931  1.664  -0.200
F  2.351  2.796  0.772
C  4.257  2.335  2.036
F  3.519  2.951  2.984
F  5.013  3.278  1.457
C  5.107  1.249  2.751
F  5.406  0.216  1.940
F  4.318  0.742  3.725
C  6.394  1.777  3.469
F  6.134  3.016  3.915
F  6.601  1.020  4.550
C  7.666  1.839  2.551
F  8.276  3.007  2.821
F  7.336  1.887  1.252
C  8.762  0.759  2.794
F  9.778  1.099  1.965
F  9.246  0.838  4.032
C  8.408  -0.697  2.428
F  7.483  -1.197  3.265
F  7.910  -0.771  1.181
C  9.620  -1.684  2.467
F  10.449  -1.485  1.464
F  10.233  -1.674  3.631
F  9.096  -2.903  2.302
H  -2.937  -2.368  1.593
H  -4.168  -1.700  2.722
H  -4.537  -3.116  1.796
H  -5.403  0.566  1.402
H  -6.196  -0.866  1.979
H  -6.436  -0.338  0.264
H  -3.983  -2.314  -1.070
H  -3.741  -0.346  -2.444
H  -2.347  -0.343  -1.415
H  -4.821  1.281  -0.547
H  -3.946  1.771  -1.958
H  -3.343  2.841  0.254
H  -1.548  0.328  0.468
H  -1.564  1.711  1.538
H  -3.001  0.736  1.490
H  -2.136  3.492  -1.624
H  -1.792  1.855  -2.077
H  0.027  3.714  -1.127
H  -0.155  2.739  0.298
H  0.448  2.567  -3.424
H  2.996  0.066  -4.448
H  2.334  1.612  -4.871
H  0.991  -1.135  -5.263
H  0.447  1.596  -5.897
H  2.469  -1.595  -3.059
H  4.273  0.322  -2.491
H  5.445  -2.121  -1.106
H  6.142  -0.525  -1.288
H  4.737  -0.733  -0.206
H  0.855  -0.702  0.691
H  0.460  0.943  1.010
H  3.138  -0.356  1.248
H  2.233  0.605  2.395
O  -4.821  -3.837  -5.781
P  -3.456  -3.512  -6.285
O  -2.975  -4.958  -6.917
C  -3.866  -5.773  -7.676
C  -3.983  -5.336  -9.122
O  -2.666  -3.486  -4.843
C  -3.360  -3.574  -3.601
C  -3.545  -5.015  -3.172
O  -2.090  -2.763  -6.813
C  -1.579  -2.889  -8.140
C  -2.337  -2.018  -9.124
H  -4.853  -5.808  -7.212
H  -3.460  -6.785  -7.632
H  -4.350  -4.309  -9.194
H  -4.676  -5.984  -9.660
H  -3.019  -5.384  -9.630
H  -4.314  -3.049  -3.649
H  -2.743  -3.048  -2.867
H  -4.023  -5.604  -3.953
H  -4.155  -5.071  -2.269
H  -2.578  -5.477  -2.966
H  -1.547  -3.929  -8.458
H  -0.541  -2.554  -8.102
H  -3.415  -2.179  -9.047
H  -2.021  -2.222  -10.147
H  -2.155  -0.963  -8.916
O  -3.531  3.661  7.748
P  -3.042  2.473  7.016
O  -2.043  3.065  5.849
C  -1.240  4.219  6.082
C  0.043  3.916  6.829
O  -4.313  1.997  6.135
C  -5.576  2.657  6.231
C  -5.667  3.815  5.260
O  -2.493  0.968  7.031
C  -1.114  0.618  7.137
C  -0.588  0.729  8.555
H  -1.809  4.988  6.608
H  -1.000  4.623  5.097
H  -0.166  3.473  7.805
H  0.617  4.830  6.986
H  0.670  3.217  6.272
H  -5.769  2.979  7.253
H  -6.331  1.909  5.985
H  -4.830  4.503  5.384
H  -6.596  4.366  5.407
H  -5.637  3.452  4.231
H  -0.515  1.192  6.431
H  -1.053  -0.422  6.812
H  -0.818  1.704  8.989
H  0.491  0.577  8.580
H  -1.053  -0.023  9.193

***

7.
A 2-piece molecular cluster, C2HNO3S overall in a non-equilibrium geometry. Source: the Open Molecules 2025 dataset; level of theory: ωB97M-V with the def2-TZVPD basis set.

Calculated values
- Orbital gap (alpha / beta): 7.224 / 7.239 eV
- ΔE to the lowest compared entry with this formula, charge and spin: 687.4 kJ/mol

CARTESIAN COORDINATES (ANGSTROEM)
C  1.026  -0.320  -1.647
C  -0.174  1.232  1.545
N  0.292  -0.366  -0.674
O  1.628  -0.617  -2.564
O  1.182  2.485  3.315
O  2.507  1.388  1.440
S  1.275  1.712  2.098
H  -0.027  0.464  0.081

***

8.
A 2-piece molecular cluster, C3H11N3O overall in a non-equilibrium geometry. Source: the Open Molecules 2025 dataset; level of theory: ωB97M-V with the def2-TZVPD basis set.

Calculated values
- Net charge: +2
- Orbital gap (alpha / beta): 6.205 / 9.030 eV
- ΔE to the lowest compared entry with this formula, charge and spin: 595.1 kJ/mol

CARTESIAN COORDINATES (ANGSTROEM)
C  1.214  -0.448  -0.605
C  -2.078  -0.305  0.773
C  -1.152  0.750  0.659
N  2.407  -0.871  -0.241
N  0.866  -0.606  -1.836
N  -0.674  1.494  1.795
O  1.632  -1.494  -2.637
H  -3.231  -0.059  0.697
H  -2.017  -1.105  -0.054
H  -2.184  -0.707  1.829
H  -0.963  1.073  -0.374
H  2.881  -0.839  0.660
H  3.154  -0.829  -0.987
H  0.110  -0.204  -2.466
H  0.130  2.238  1.520
H  -0.383  0.868  2.495
H  -1.425  2.236  2.341
H  1.711  -1.194  -3.568

***

9.
A 15-piece molecular cluster, C3H36N2O15S overall in a non-equilibrium geometry. Source: the Open Molecules 2025 dataset; level of theory: ωB97M-V with the def2-TZVPD basis set.

Calculated values
- Orbital gap: 8.549 eV
- ΔE to the lowest compared entry with this formula, charge and spin: 287.7 kJ/mol

CARTESIAN COORDINATES (ANGSTROEM)
N  -1.458  1.607  1.991
C  -1.221  0.277  1.406
C  -2.377  -0.071  0.525
S  -3.980  0.806  0.374
C  0.210  0.142  0.945
N  0.485  -0.313  -0.304
O  1.105  0.472  1.701
H  -1.542  1.742  2.984
H  -0.213  -4.778  0.899
H  -0.798  2.249  1.581
H  -1.083  -0.441  2.225
H  -2.821  -1.017  0.825
H  -2.077  -0.104  -0.526
H  -0.181  -0.349  -1.060
H  1.450  -0.312  -0.599
H  2.412  2.343  1.790
H  2.561  3.478  2.733
O  1.883  3.048  2.193
H  1.735  2.527  -1.579
H  2.578  2.465  -2.924
O  1.920  2.920  -2.417
H  3.564  -2.006  3.021
H  2.701  -1.101  3.854
O  2.656  -1.682  3.090
H  3.513  -0.434  0.325
H  4.806  0.480  0.179
O  3.863  0.398  0.025
H  -0.833  1.949  -2.533
H  -2.244  1.493  -2.107
O  -1.410  1.164  -2.459
H  -0.869  -0.062  -3.570
H  0.120  -0.646  -4.649
O  -0.765  -0.712  -4.295
H  0.030  3.725  -2.386
H  -0.979  4.152  -1.393
O  -0.931  3.811  -2.303
H  -1.097  4.187  0.749
H  0.403  3.842  1.061
O  -0.240  3.992  0.354
H  1.458  -2.653  -0.614
H  2.250  -3.816  -0.995
O  2.230  -3.158  -0.294
H  -0.680  -2.379  -3.462
H  -0.459  -3.865  -3.323
O  -0.103  -3.025  -3.012
H  -3.933  1.589  1.443
H  0.811  -3.754  0.445
O  -0.096  -4.076  0.254
H  1.439  -2.853  2.970
H  0.289  -2.931  1.960
O  0.744  -3.448  2.634
H  1.920  -0.844  -3.685
H  0.912  -0.044  -3.005
O  1.780  -0.392  -2.842
H  -2.491  -2.792  2.863
H  -2.096  -1.649  3.929
O  -2.700  -1.936  3.243